# C27H19Cl2F6N3O5PS2W

C27H19Cl2F6N3O5PS2W as an isolated structure in a non-equilibrium geometry (the ωB97M-V functional and the def2-TZVPD basis, the Open Molecules 2025 dataset).

The geometry in ORCA input format:
```
! RIJCOSX wB97M-V def2-TZVPD def2/J DEFGRID3
* xyz 3 1
W 0.9761 -1.2556 0.0860
F 0.9666 -3.1542 4.8915
C 2.0286 -2.8130 4.1999
F 3.1049 -2.7889 4.9417
F 2.1877 -3.6188 3.1541
S 1.7304 -1.0846 3.5546
O 0.7999 -1.2080 2.4150
O 1.3619 -0.2545 4.6267
N 3.1985 -0.6804 2.9341
S 3.2904 -0.6932 1.4229
O 2.3519 0.2564 0.6775
O 2.8702 -1.9769 0.7410
C 5.1104 -0.2088 1.0308
F 5.8476 -0.7257 1.9600
F 5.1285 1.0938 1.0272
F 5.3649 -0.7101 -0.1505
O 0.2608 -3.2329 0.7345
N -0.7262 -2.2304 0.6184
C -1.9767 -2.4214 0.3724
C -2.8141 -1.3684 -0.1061
C -4.1252 -1.7396 -0.4288
C -4.9710 -0.8465 -1.0727
C -4.4982 0.4070 -1.4083
C -3.1944 0.8013 -1.0695
C -2.3444 -0.0602 -0.4098
P -0.7704 0.6239 0.1982
C -0.2708 2.0531 -0.7487
C -0.8283 3.2924 -0.4037
C -0.4766 4.4228 -1.1210
C 0.4411 4.3301 -2.1612
C 1.0058 3.1056 -2.4930
C 0.6507 1.9653 -1.7920
C -1.0436 1.1241 1.8898
C -2.2213 0.8157 2.5713
C -2.4072 1.2886 3.8616
C -1.4291 2.0668 4.4650
C -0.2572 2.3788 3.7833
C -0.0584 1.9099 2.4989
H -0.0452 -4.0339 0.2625
H -2.3854 -3.4233 0.4989
H -4.4755 -2.7369 -0.1905
H -5.9824 -1.1387 -1.3196
H -5.1379 1.1048 -1.9329
H -2.8675 1.7994 -1.3312
H -1.5231 3.3770 0.4228
H -0.9101 5.3787 -0.8610
H 0.7219 5.2190 -2.7100
H 1.7269 3.0406 -3.2964
H 1.0973 1.0194 -2.0713
H -3.0041 0.2288 2.1081
H -3.3222 1.0596 4.3902
H -1.5828 2.4416 5.4679
H 0.4980 2.9918 4.2557
H 0.8468 2.1765 1.9643
Cl 3.3580 -0.8570 -2.3620
C 2.0779 -1.1534 -3.4828
C 2.2757 -1.1145 -4.8456
C 1.2032 -1.3983 -5.6848
C -0.0520 -1.7283 -5.1869
C -0.2490 -1.7686 -3.8217
Cl -1.7747 -2.2053 -3.1595
C 0.8073 -1.4633 -2.9562
N 0.6994 -1.4599 -1.5873
H 3.2511 -0.8818 -5.2495
H 1.3524 -1.3743 -6.7561
H -0.8679 -1.9633 -5.8561
*
```

Properties
E_HOMO (eV): -17.217
Relative energy (zero: lowest compared OMol25 entry of this formula, charge and spin) (kcal per mole): 2.1
Largest force on an atom (eV Å⁻¹): 2.1

# C27H19Cl5CoN4O3S

C27H19Cl5CoN4O3S as an isolated structure (the ωB97M-V functional and the def2-TZVPD basis, the Open Molecules 2025 dataset).

The geometry in ORCA input format:
```
! RIJCOSX wB97M-V def2-TZVPD def2/J DEFGRID3
* xyz 1 1
Co 0.0050 0.3764 -0.1247
C -1.1678 -0.1423 -2.8964
O -1.2044 -0.4303 -1.4815
C -1.7005 -1.6575 -1.0680
C -2.5621 -2.4267 -1.8246
C -3.0524 -3.6060 -1.2803
C -2.6811 -4.0006 -0.0016
C -1.7974 -3.2299 0.7379
C -1.2937 -2.0613 0.1940
N -0.3384 -1.2045 0.8320
N -0.1603 -1.3962 2.0631
C 0.5951 -0.5912 2.8307
C 1.2258 0.5899 2.3489
O 1.2420 0.9273 1.1054
C 1.9305 1.4237 3.2684
C 2.0202 1.0801 4.5724
C 1.4181 -0.1052 5.1044
C 1.5157 -0.4116 6.4744
C 0.9217 -1.5382 6.9786
C 0.2123 -2.3877 6.1178
C 0.1028 -2.1030 4.7766
C 0.7025 -0.9526 4.2433
H -2.1747 0.0649 -3.2506
H -0.7323 -0.9870 -3.4279
H -0.5506 0.7446 -3.0034
H -2.8601 -2.1170 -2.8159
H -3.7356 -4.2123 -1.8592
H -3.0754 -4.9143 0.4217
H -1.4889 -3.5246 1.7314
H 2.3795 2.3297 2.8835
H 2.5678 1.7234 5.2530
H 2.0594 0.2627 7.1257
H 0.9967 -1.7711 8.0321
H -0.2576 -3.2784 6.5143
H -0.4543 -2.7579 4.1217
Cl -4.2045 6.0597 -0.1721
C -3.0426 4.8278 -0.4659
C -2.8871 3.7836 0.4338
Cl -3.8564 3.6757 1.8486
C -1.9284 2.8134 0.1808
Cl -1.7414 1.4402 1.2520
C -1.0665 2.8496 -0.9086
O -0.1152 1.9658 -1.0995
C -1.2721 3.8868 -1.8291
Cl -0.2696 3.9077 -3.2311
C -2.2409 4.8574 -1.6127
Cl -2.4591 6.1071 -2.7664
C 2.5338 -3.0085 0.3052
N 3.2487 -1.7335 0.3907
C 4.3331 -1.4771 1.2057
C 4.6831 -0.1854 1.0129
N 3.8066 0.3129 0.0821
C 2.9218 -0.6204 -0.2853
S 1.6652 -0.4217 -1.4474
H 3.0370 -3.7242 0.9481
H 2.5392 -3.3660 -0.7208
H 1.5064 -2.8806 0.6292
H 4.7632 -2.2307 1.8411
H 5.4743 0.4001 1.4451
H 3.7595 1.2617 -0.2574
*
```

Properties
E_HOMO (spin up / spin down) (eV): -10.494 / -10.494
Relative energy (zero: lowest compared OMol25 entry of this formula, charge and spin) (kcal per mole): 3.2
Largest force on an atom (eV Å⁻¹): 0.8

# C27H19N3O9Sn

C27H19N3O9Sn as an isolated structure in a non-equilibrium geometry (the ωB97M-V functional and the def2-TZVPD basis, the Open Molecules 2025 dataset).

The geometry in ORCA input format:
```
! RIJCOSX wB97M-V def2-TZVPD def2/J DEFGRID3
* xyz 0 1
Sn 0.4725 -1.0079 -0.8460
O -1.3494 -3.9266 -3.3309
C -0.8129 -2.9546 -2.8643
N -0.1283 -2.8699 -1.6620
C 0.1109 -4.0080 -0.9185
O -0.3419 -5.1122 -1.0805
C 1.1598 -3.7787 0.1432
C 1.5327 -4.8187 0.9722
C 2.5095 -4.5893 1.9255
C 3.0873 -3.3322 2.0086
C 2.6589 -2.3436 1.1450
N 1.7097 -2.5658 0.2348
C -0.7631 -1.6664 -3.6370
C -1.3990 -1.5477 -4.8578
C -1.3120 -0.3357 -5.5226
C -0.5931 0.7017 -4.9474
C 0.0095 0.4981 -3.7203
N -0.0802 -0.6678 -3.0834
H 1.0453 -5.7739 0.8451
H 2.8215 -5.3820 2.5920
H 3.8556 -3.1081 2.7343
H 3.0888 -1.3559 1.1671
H -1.9411 -2.3972 -5.2460
H -1.7976 -0.2007 -6.4797
H -0.4997 1.6615 -5.4346
H 0.5903 1.2629 -3.2259
O -3.5973 1.5410 2.9567
C -3.0614 0.8621 2.1317
C -2.8904 1.2027 0.6384
O -3.5174 2.0174 0.0132
C -1.8041 0.3206 0.2134
C -1.4041 -0.5218 1.2231
O -0.3476 -1.2847 1.0303
C -2.2867 -0.4456 2.3830
O -2.4602 -1.2331 3.2768
O -1.1692 0.2723 -0.9336
C -1.7819 3.8252 3.2628
C -0.7831 3.1619 2.3573
C 0.0805 2.1829 2.8172
C 1.0337 1.5941 1.9861
C 1.9608 0.5714 2.5754
C 1.0992 1.9848 0.6485
C 0.2484 2.9860 0.1630
C 0.3266 3.4600 -1.2586
C -0.6793 3.5472 1.0237
C 2.1638 1.4278 -0.2713
O 3.2680 1.8849 -0.3585
O 1.8021 0.4042 -1.1053
H -1.8284 3.3306 4.2317
H -2.7795 3.7957 2.8248
H -1.5130 4.8714 3.4230
H 0.0334 1.8752 3.8567
H 2.1913 0.8214 3.6108
H 2.9063 0.5280 2.0324
H 1.4908 -0.4140 2.5787
H 0.0383 2.6640 -1.9450
H 1.3359 3.7877 -1.5165
H -0.3587 4.2895 -1.4218
H -1.3509 4.3077 0.6408
*
```

Properties
E_HOMO (eV): -8.405
Relative energy (zero: lowest compared OMol25 entry of this formula, charge and spin) (kcal per mole): 0.0
Largest force on an atom (eV Å⁻¹): 1.7

# C27H20BrCaN7O8S2

C27H20BrCaN7O8S2 as an isolated structure (the ωB97M-V functional and the def2-TZVPD basis, the Open Molecules 2025 dataset).

The geometry in ORCA input format:
```
! RIJCOSX wB97M-V def2-TZVPD def2/J DEFGRID3
* xyz -2 1
Ca -0.9595 0.4087 1.1882
O 3.0876 -5.0693 -1.6889
C 3.1849 -4.2240 -0.7883
O 4.2073 -3.7313 -0.2448
C 1.8793 -3.6330 -0.2311
C 1.6607 -3.5523 1.1433
C 0.5799 -2.8363 1.6206
N -0.2553 -2.1588 0.8221
C -0.0988 -2.3010 -0.5006
C 0.9279 -3.0554 -1.0595
C -1.0308 -1.4548 -1.3569
O -1.6258 -1.9899 -2.2892
O -1.0746 -0.2268 -1.0009
H 2.3751 -3.9883 1.8296
H 0.4085 -2.7231 2.6862
H 1.0097 -3.1362 -2.1358
O 5.6366 -0.3268 2.3167
C 4.3214 -0.0996 2.0607
C 3.6751 -0.6864 0.9850
C 2.3338 -0.4203 0.8265
N 1.6138 0.3314 1.6670
C 2.2693 0.9061 2.6574
Br 1.2413 1.9954 3.8086
C 3.6175 0.7441 2.9088
H 5.9521 -0.9812 1.6809
H 4.1592 -1.4073 0.3294
H 1.8024 -0.8539 -0.0082
H 4.1042 1.2305 3.7406
N 0.5717 2.2652 -5.9402
C 0.6326 2.6052 -4.5743
C 0.5496 3.9373 -4.1738
C 0.6189 4.2699 -2.8300
C 0.7969 3.2749 -1.8843
C 0.8906 1.9465 -2.2744
C 0.8069 1.6130 -3.6126
S 0.8324 3.6689 -0.1551
O 2.0306 3.0806 0.3885
O 0.6908 5.1024 -0.0339
N -0.4037 2.8545 0.4626
C -1.6690 3.1000 0.0888
N -2.5570 2.2815 0.7173
C -3.8285 2.3452 0.3798
C -4.2915 3.2562 -0.5585
C -3.3216 4.0617 -1.1364
N -2.0334 4.0073 -0.8443
H -0.0079 2.8926 -6.4762
H 0.2893 1.3076 -6.0864
H 0.4115 4.7129 -4.9204
H 0.5159 5.2924 -2.4930
H 0.9868 1.1676 -1.5302
H 0.8440 0.5714 -3.9110
H -4.4850 1.6347 0.8722
H -5.3315 3.3163 -0.8436
H -3.5944 4.7933 -1.8942
O -2.9917 -0.5499 1.8163
N -2.9597 -1.7823 2.2713
C -3.6420 -2.7204 1.5839
C -3.6844 -4.0286 1.9812
C -2.9805 -4.3929 3.1317
C -2.2600 -3.4388 3.8055
C -2.2007 -2.0952 3.3746
S -1.2189 -0.9126 4.0953
H -4.1222 -2.3403 0.6947
H -4.2296 -4.7488 1.3887
H -2.9822 -5.4204 3.4740
H -1.6757 -3.6890 4.6792
*
```

Properties
E_HOMO (eV): -2.895
Relative energy (zero: lowest compared OMol25 entry of this formula, charge and spin) (kcal per mole): 0.0
Largest force on an atom (eV Å⁻¹): 0.4

Number 2 is which compound?
C27H19Cl5CoN4O3S